Record 1
This record from the Open Molecules 2025 dataset describes a cluster of 2 separate species, C2H6N2 in total in a non-equilibrium geometry. The level of theory is wB97M-V/def2-TZVPD.

Calculated values
SMILES = C=N.C=N
HOMO level = -10.122 eV
2S+1 = 1
Frontier orbital gap = 0.4098 Ha
Strongest force on any atom = 0.021 hartree/bohr

Each line ends with the Löwdin charge.
Atoms and positions in Å:
C: -1.72324 1.78619 -0.47821  -0.16
N: -0.87128 2.66475 -0.76088  0.01
H: -2.03636 1.14817 -1.31034  0.06
H: -2.13248 1.50702 0.49154  0.06
H: -0.53119 3.17575 0.05618  0.04
C: 1.56046 -1.99555 0.02974  -0.16
N: 0.82434 -2.52199 0.89683  0.01
H: 1.48892 -2.22473 -1.03413  0.06
H: 2.38274 -1.31219 0.26239  0.06
H: 1.03809 -2.22744 1.84688  0.04

=====

Record 2
This record from the Open Molecules 2025 dataset describes a cluster of 2 separate species, C2H6N2 in total in a non-equilibrium geometry. The level of theory is wB97M-V/def2-TZVPD.

Calculated values
SMILES = C=N.C=N
HOMO level = -9.239 eV
2S+1 = 1
Frontier orbital gap = 0.3849 Ha
Strongest force on any atom = 0.051 hartree/bohr

Each line ends with the Löwdin charge.
Atoms and positions in Å:
C: -1.33764 1.80542 0.49330  -0.18
N: -0.12989 1.72839 0.91152  0.00
H: -2.03588 0.84692 0.62682  0.09
H: -1.78244 2.55284 -0.18639  0.04
H: 0.64064 2.36074 0.67315  0.04
C: 0.82898 -2.36641 -0.49615  -0.14
N: 0.70171 -1.11520 -0.73470  0.01
H: 1.01884 -2.69027 0.52587  0.05
H: 0.90525 -3.17473 -1.19950  0.05
H: 0.30284 -0.82184 -1.66062  0.05

=====

Record 3
This record from the Open Molecules 2025 dataset describes the ion C2H6N2 with charge +1 in a non-equilibrium geometry. The level of theory is wB97M-V/def2-TZVPD.

Calculated values
Expectation value of S² = 0.760
HOMO level (alpha / beta) = -16.659 / -16.536 eV
2S+1 = 2
Frontier orbital gap (alpha / beta) = 0.3902 / 0.3015 Ha
Net charge = +1
Strongest force on any atom = 0.123 hartree/bohr

Each line ends with the Mulliken spin population.
Atoms and positions in Å:
C: 1.30110 -0.57546 -0.87356  0.01
N: 0.49887 -0.38486 0.25760  0.17
C: -0.71735 0.30026 -0.05626  -0.06
N: -1.51535 0.75111 0.86837  0.84
H: 0.88457 -1.18057 -1.62364  0.00
H: 1.47434 0.41799 -1.26303  0.00
H: 2.30879 -1.02638 -0.58656  0.00
H: 0.47169 -1.08757 0.91198  0.00
H: -0.68640 0.64711 -1.11685  0.05
H: -0.84014 1.31685 1.37523  -0.01

=====

Record 4
This record from the Open Molecules 2025 dataset describes the ion C2H6N2 with charge +1 in a non-equilibrium geometry. The level of theory is wB97M-V/def2-TZVPD.

Calculated values
Expectation value of S² = 0.790
HOMO level (alpha / beta) = -16.713 / -16.425 eV
2S+1 = 2
Frontier orbital gap (alpha / beta) = 0.4337 / 0.2896 Ha
Net charge = +1
Strongest force on any atom = 0.105 hartree/bohr

Each line ends with the Mulliken spin population.
Atoms and positions in Å:
C: -0.24799 0.64200 1.63340  0.00
N: 0.16844 0.63397 0.18734  0.38
C: -0.24444 -0.44183 -0.55668  -0.14
N: 0.46818 -0.97895 -1.54118  0.71
H: 0.74681 0.49842 2.19636  0.03
H: -0.90594 -0.19383 1.66880  0.00
H: -0.51065 1.65536 1.75354  0.01
H: 0.69793 1.39902 -0.08686  -0.01
H: -1.29617 -0.88452 -0.29532  0.04
H: -0.23376 -1.26062 -2.21993  -0.02

=====

Record 5
This record from the Open Molecules 2025 dataset describes a structure of composition C2H6N2O in a non-equilibrium geometry. The level of theory is wB97M-V/def2-TZVPD.

Calculated values
HOMO level = -9.205 eV
2S+1 = 1
Frontier orbital gap = 0.3571 Ha
Strongest force on any atom = 0.177 hartree/bohr

Each line ends with the Löwdin charge.
Atoms and positions in Å:
C: -0.08177 1.15812 0.00579  -0.05
C: -0.66024 -0.27810 0.07096  -0.42
H: -1.01167 1.53139 0.31052  0.04
H: 0.54675 1.63196 0.84868  0.12
H: 0.45349 1.51061 -0.83224  0.07
H: -2.36099 -0.12904 -0.21793  0.02
H: 0.41564 -2.10417 -0.10321  0.12
H: 2.42349 -0.95252 0.19241  0.26
N: -1.72498 -0.87413 -0.22886  0.15
N: 0.50613 -1.16099 0.31103  -0.07
O: 1.49414 -0.33312 -0.35714  -0.23

=====

Record 6
This record from the Open Molecules 2025 dataset describes an isolated molecule of C2H6N2O. The level of theory is wB97M-V/def2-TZVPD.

Calculated values
SMILES = C/C(O)=N/N
HOMO level = -8.234 eV
2S+1 = 1
Frontier orbital gap = 0.3291 Ha
Strongest force on any atom = 0.012 hartree/bohr

Each line ends with the Löwdin charge.
Atoms and positions in Å:
C: -1.49226 -0.10478 -0.53611  -0.02
C: -0.06215 -0.12359 -0.08699  -0.47
O: 0.82592 -0.94218 -0.75341  0.04
N: 0.29021 0.61479 0.87255  -0.02
N: 1.56012 0.57195 1.37873  0.00
H: -1.66267 -0.81597 -1.34269  0.07
H: -1.76223 0.89136 -0.88077  0.08
H: -2.14345 -0.35256 0.29876  0.08
H: 0.37630 -1.41211 -1.46198  0.09
H: 2.26476 0.19964 0.74688  0.07
H: 1.80545 1.47347 1.76503  0.07

=====

Record 7
This record from the Open Molecules 2025 dataset describes an isolated molecule of C2H6N2O in a non-equilibrium geometry. The level of theory is wB97M-V/def2-TZVPD.

Calculated values
SMILES = C/N=C/NO
HOMO level = -9.593 eV
2S+1 = 1
Frontier orbital gap = 0.3857 Ha
Strongest force on any atom = 0.093 hartree/bohr

Each line ends with the Löwdin charge.
Atoms and positions in Å:
C: -1.77225 -0.33231 0.06943  -0.06
N: -0.31652 -0.35436 -0.05268  -0.06
C: 0.39074 0.61280 -0.25867  -0.24
N: 1.75496 0.51264 0.32514  0.00
O: 2.29311 -0.91745 -0.07096  -0.13
H: -1.99894 0.72995 -0.17486  0.09
H: -2.24260 -0.97137 -0.57024  0.03
H: -1.83843 -0.73316 1.15147  0.13
H: 0.00860 1.59007 -0.03041  0.12
H: 2.41832 0.95612 -0.34471  0.11
H: 1.30302 -1.09291 -0.04352  0.03

=====

Record 8
This record from the Open Molecules 2025 dataset describes an isolated molecule of C2H6N2O in a non-equilibrium geometry. The level of theory is wB97M-V/def2-TZVPD.

Calculated values
SMILES = [H]/N=C(\C)NO
HOMO level = -8.931 eV
2S+1 = 1
Frontier orbital gap = 0.3372 Ha
Strongest force on any atom = 0.105 hartree/bohr

Each line ends with the Löwdin charge.
Atoms and positions in Å:
H: -0.93069 1.61825 0.97496  0.05
N: -0.61979 1.61231 -0.06004  0.06
C: -0.18095 0.32586 -0.09706  -0.48
C: 0.10107 -0.37115 1.23202  -0.06
N: 0.51853 0.09722 -1.29983  -0.12
O: 0.68313 -1.12409 -1.94084  -0.09
H: 1.35085 -0.22604 1.38276  0.17
H: -0.49892 -1.36389 1.14722  0.10
H: -0.22172 0.16340 2.09510  0.03
H: -0.00358 0.92497 -1.87311  0.18
H: -0.19792 -1.65683 -1.56116  0.18